Entry one
# C8H7N2S

A molecular structure, C8H7N2S (ωB97M-V with the def2-TZVPD basis set, the OMol25 dataset).

Structure (ORCA input):
```
! RIJCOSX wB97M-V def2-TZVPD def2/J DEFGRID3
* xyz 1 1
C 2.7493 0.6133 -0.2325
C 2.0386 1.1567 0.8314
C 2.0575 -0.0837 -1.2200
C 0.6450 1.0093 0.9314
C 0.6767 -0.3039 -1.1223
C -0.0267 0.2680 -0.0540
C -3.0207 -0.9517 0.7560
C -1.5061 -0.0526 -0.1264
N -2.7622 0.3960 0.5620
N -1.9451 -1.4285 0.2033
S -2.7078 0.7824 -1.1716
H 3.7983 0.6911 -0.4101
H 2.4483 1.7115 1.6852
H 2.6562 -0.5095 -2.0738
H 0.1778 1.4828 1.8184
H 0.1745 -0.9152 -1.8126
H -3.9310 -1.4712 1.2645
H -1.5225 -2.3949 0.1712
*
```

The HOMO-LUMO gap comes out at 7.399 eV. The molar mass is 163.2 g mol⁻¹. The LUMO energy comes out at -5.76 eV. For the HOMO energy, the calculation gives -13.1634 eV.

---

Entry two
# C8H7N2S

A gas-phase ion, C8H7N2S (charge +1) (ωB97M-V with the def2-TZVPD basis set, the OMol25 dataset).

Structure (ORCA input):
```
! RIJCOSX wB97M-V def2-TZVPD def2/J DEFGRID3
* xyz 1 1
C 1.5540 2.1517 -1.0409
C 1.9772 2.3458 0.2922
C 0.7173 1.1550 -1.4334
C 1.2261 1.6523 1.2211
C 0.2486 0.2451 -0.4511
C 0.3599 0.5554 0.8387
C -1.0427 -1.4058 0.4500
C -1.8725 -2.7155 0.4917
N -0.5272 -0.9875 -0.6938
N -3.0039 -3.0697 1.0420
S -0.2413 -0.8567 1.7951
H 1.8588 2.9722 -1.6595
H 2.6829 3.1678 0.4441
H 0.3132 1.2288 -2.5057
H 1.1830 1.8989 2.3473
H -1.3300 -3.2010 -0.2557
H -0.5765 -1.2891 -1.5891
H -3.5267 -3.8476 0.7071
*
```

The HOMO-LUMO gap comes out at 8.283 eV. The molar mass is 163.2 g mol⁻¹. The LUMO energy comes out at -5.18 eV. For the HOMO energy, the calculation gives -13.4606 eV.

---

Least stable: entry one

---

Entry one
# C5H10NOS

A gas-phase ion, C5H10NOS (charge -1) (ωB97M-V with the def2-TZVPD basis set, the OMol25 dataset).

Structure (ORCA input):
```
! RIJCOSX wB97M-V def2-TZVPD def2/J DEFGRID3
* xyz -1 1
C 1.2650 0.4656 -0.9283
N 1.0065 0.0377 0.4539
C 1.4124 1.0081 1.4562
C -0.1224 -0.7188 0.7717
O -0.3823 -0.9235 1.9491
C -0.9361 -1.2969 -0.3572
C -2.1373 -0.3625 -0.6796
S -2.0734 0.6267 -2.2446
H 1.6960 -0.3945 -1.4510
H 0.3790 0.8668 -1.4283
H 2.0370 1.2359 -0.9738
H 1.4536 0.5835 2.4544
H 0.8678 1.9448 1.3432
H 2.4768 1.2531 1.2988
H -0.2880 -1.5441 -1.1966
H -1.3533 -2.2382 0.0081
H -3.0908 -0.8891 -0.6304
H -2.2106 0.3454 0.1543
*
```

The HOMO-LUMO gap comes out at 6.205 eV. The molar mass is 132.2 g mol⁻¹. The LUMO energy comes out at 3.64 eV. The SMILES is CN(C)C(=O)CC[S-]. For the HOMO energy, the calculation gives -2.5636 eV.

---

Entry two
# C5H10NOS

A gas-phase ion, C5H10NOS (charge -1) (ωB97M-V with the def2-TZVPD basis set, the OMol25 dataset).

Structure (ORCA input):
```
! RIJCOSX wB97M-V def2-TZVPD def2/J DEFGRID3
* xyz -1 1
C -0.1444 -0.5224 -1.2653
C -1.1298 0.5950 -0.9709
C 0.0623 2.5620 0.9303
C 0.6670 -1.1153 -0.0896
C -0.1608 -1.3151 1.1756
N 1.8336 -0.2931 0.2423
O 2.7827 -0.4040 -0.5821
S -0.4603 2.3450 -0.6767
H -0.7268 -1.3488 -1.6975
H 0.5797 -0.1879 -2.0134
H -1.7555 0.7487 -1.8517
H -1.7646 0.3584 -0.1186
H -0.7001 2.7199 1.6817
H 0.9599 2.0444 1.2184
H 1.0293 -2.0961 -0.4510
H 0.4047 -1.9007 1.8989
H -1.0907 -1.8413 0.9524
H -0.3864 -0.3487 1.6171
*
```

The HOMO-LUMO gap (alpha / beta) comes out at 4.775 / 4.779 eV. The molar mass is 132.2 g mol⁻¹. The LUMO energy (alpha / beta) comes out at 3.16 / 3.16 eV. For the HOMO energy (alpha / beta), the calculation gives -1.6135 / -1.6154 eV.

---

Entry three
# C5H10NOS

A gas-phase ion, C5H10NOS (charge -1) (ωB97M-V with the def2-TZVPD basis set, the OMol25 dataset).

Structure (ORCA input):
```
! RIJCOSX wB97M-V def2-TZVPD def2/J DEFGRID3
* xyz -1 1
O 3.2779 0.6736 -1.8797
C 2.1012 0.5067 -2.0807
C 0.9495 1.2214 -1.3930
N 0.1182 0.2083 -0.7975
C 0.3429 -0.0423 0.6233
C -0.6266 -1.1146 1.1181
C -1.9695 -0.5130 1.5772
S -3.1871 -1.7743 2.0778
H 1.7652 -0.3085 -2.7527
H 1.3393 1.9044 -0.6320
H 0.4544 1.7850 -2.1877
H -0.8662 0.2748 -1.0150
H 0.1872 0.8968 1.1611
H 1.3586 -0.4170 0.7657
H -0.2269 -1.6491 1.9784
H -0.8606 -1.8234 0.3303
H -2.4214 -0.0083 0.7116
H -1.7360 0.1798 2.3947
*
```

The HOMO-LUMO gap comes out at 5.574 eV. The molar mass is 132.2 g mol⁻¹. The LUMO energy comes out at 3.18 eV. The SMILES is O=CCNCCC[S-]. For the HOMO energy, the calculation gives -2.3946 eV.

---

Least stable: entry two

---

Entry one
# C15H11F6I2MgN3O5S2

A molecular structure, C15H11F6I2MgN3O5S2 (ωB97M-V with the def2-TZVPD basis set, the OMol25 dataset).

Structure (ORCA input):
```
! RIJCOSX wB97M-V def2-TZVPD def2/J DEFGRID3
* xyz 0 1
Mg 0.5277 0.2590 0.9815
I -4.1317 2.7891 -3.8704
C -2.6624 2.6035 -2.4004
C -1.3438 2.9196 -2.6951
C -0.3681 2.7607 -1.7261
I 1.6264 3.1442 -2.1823
C -0.6638 2.2790 -0.4360
O 0.2570 2.0831 0.4691
C -2.0164 1.9516 -0.1788
C -2.3319 1.3107 1.1412
N -1.6667 -0.0146 1.2471
C -2.1322 -0.9715 0.2333
C -1.2973 -0.8966 -1.0282
C -1.8524 -1.0119 -2.2904
C -1.0165 -0.9609 -3.3943
C 0.3482 -0.8071 -3.2053
C 0.8237 -0.6924 -1.9130
N 0.0187 -0.7367 -0.8475
C -2.9947 2.1205 -1.1452
H -1.0720 3.2787 -3.6784
H -1.9567 1.9218 1.9636
H -3.4155 1.2007 1.2530
H -1.8375 -0.3952 2.1711
H -2.0321 -1.9786 0.6461
H -3.1869 -0.8192 -0.0157
H -2.9238 -1.1089 -2.4041
H -1.4298 -1.0264 -4.3922
H 1.0330 -0.7495 -4.0388
H 1.8760 -0.5385 -1.7090
H -4.0207 1.8543 -0.9183
F 0.9769 -3.0934 1.0059
C 0.9818 -3.3082 2.3270
F -0.2788 -3.4835 2.7280
F 1.6821 -4.3956 2.5916
S 1.6852 -1.8322 3.1741
O 0.7541 -0.7880 2.7170
O 1.7014 -2.1172 4.5632
N 3.1106 -1.7144 2.5625
S 3.5934 -0.7685 1.4066
O 4.5332 -1.4062 0.5553
O 2.5132 -0.0180 0.7684
C 4.4917 0.5471 2.3248
F 4.9109 1.4670 1.4679
F 5.5277 0.0362 2.9705
F 3.6587 1.1063 3.2009
*
```

The HOMO-LUMO gap comes out at 7.964 eV. The molar mass is 769.5 g mol⁻¹. The LUMO energy comes out at -0.06 eV. For the HOMO energy, the calculation gives -8.0204 eV.

---

Entry two
# C15H11F6I2MgN3O5S2

A molecular structure, C15H11F6I2MgN3O5S2 (ωB97M-V with the def2-TZVPD basis set, the OMol25 dataset).

Structure (ORCA input):
```
! RIJCOSX wB97M-V def2-TZVPD def2/J DEFGRID3
* xyz 0 1
Mg 0.5701 -0.3617 0.7626
I 1.1835 3.7451 -5.1279
C 1.5412 2.4383 -3.5318
C 1.8128 1.1010 -3.7841
C 2.0196 0.2433 -2.7205
I 2.3412 -1.7949 -3.0433
C 1.9605 0.6753 -1.3782
O 2.1111 -0.1445 -0.3758
C 1.6632 2.0415 -1.1659
C 1.4402 2.4734 0.2525
N 0.2187 1.8074 0.7875
C -0.9793 2.1383 0.0080
C -1.2334 1.1018 -1.0598
C -1.7560 1.4344 -2.2976
C -1.9826 0.4259 -3.2186
C -1.6906 -0.8845 -2.8756
C -1.1662 -1.1366 -1.6235
N -0.9407 -0.1624 -0.7341
C 1.4667 2.9060 -2.2321
H 1.8545 0.7279 -4.7979
H 2.2784 2.1622 0.8775
H 1.3379 3.5612 0.3106
H 0.0849 2.0796 1.7549
H -1.8420 2.1637 0.6779
H -0.8968 3.1241 -0.4583
H -1.9520 2.4697 -2.5427
H -2.3712 0.6624 -4.2004
H -1.8426 -1.6958 -3.5724
H -0.8974 -2.1387 -1.3156
H 1.2354 3.9483 -2.0439
F -2.0793 0.2475 4.2401
C -1.1608 -0.4616 4.8943
F -0.4450 0.3551 5.6579
F -1.7556 -1.3657 5.6507
S -0.0250 -1.2670 3.6923
O 0.4494 -0.1406 2.8698
O 0.9658 -1.9711 4.4363
N -1.0724 -2.1358 2.9118
S -0.6251 -3.0768 1.7444
O -1.7504 -3.5922 1.0429
O 0.4434 -2.4594 0.9467
C 0.2253 -4.5425 2.5144
F 0.1235 -5.5677 1.6768
F -0.3669 -4.8516 3.6605
F 1.5042 -4.2822 2.7293
*
```

The HOMO-LUMO gap comes out at 7.941 eV. The molar mass is 769.5 g mol⁻¹. The LUMO energy comes out at -0.04 eV. For the HOMO energy, the calculation gives -7.9853 eV.

---

Least stable: entry two